Record 1
{"formula": "C16H36BrN3O4PS", "method": "ωB97M-V/def2-TZVPD", "species": ["N", "C", "C", "C", "C", "C", "C", "C", "C", "P", "O", "C", "C", "C", "O", "C", "N", "N", "Br", "H", "H", "H", "H", "H", "H", "H", "H", "H", "H", "H", "H", "H", "H", "H", "H", "H", "H", "H", "H", "H", "H", "H", "H", "H", "H", "H", "H", "C", "C", "C", "S", "O", "O", "C", "H", "H", "H", "H", "H", "H", "H", "H"], "coordinates": [[2.4670, 3.2407, 1.4591], [2.7423, 1.7586, 1.6163], [3.8640, 1.1624, 0.5569], [3.7505, 1.7714, -0.9601], [3.2519, 0.7075, -2.1044], [1.9881, -0.2408, -1.6773], [1.8457, -1.4071, -2.8234], [0.6990, -2.5504, -2.4042], [-0.1611, -2.0140, -1.0739], [-1.6727, -3.1009, -0.6510], [-2.1654, -2.6353, 0.8087], [-0.5193, -0.4346, -1.4009], [-1.3714, -0.3272, -2.7930], [-2.7261, 0.6469, -2.6750], [-3.9323, -0.2230, -2.7346], [-2.7344, 1.8802, -3.7560], [-2.7332, 3.2606, -3.0744], [0.7083, 0.4875, -1.3376], [0.4654, 2.1243, -2.2371], [3.2886, 3.7310, 0.9983], [1.6994, 3.3167, 0.7301], [1.7443, 1.1290, 1.6403], [3.2294, 1.6299, 2.6972], [3.8730, -0.0065, 0.6270], [4.9201, 1.5213, 0.9806], [3.0869, 2.7395, -1.0573], [4.8493, 2.1097, -1.2815], [4.1723, -0.0325, -2.2826], [3.1150, 1.2572, -3.1553], [2.3205, -0.8048, -0.6786], [1.5271, -0.9038, -3.8540], [2.8699, -1.9526, -2.9995], [-0.0057, -2.7550, -3.3285], [1.2895, -3.5260, -2.1232], [0.5830, -2.1020, -0.1446], [-1.3619, -4.5143, -0.5221], [-2.7710, -2.8283, -1.5581], [-1.2330, -0.0682, -0.5202], [-0.7265, -0.0857, -3.7538], [-1.8182, -1.4165, -2.9931], [-2.7315, 1.1259, -1.5843], [-4.3055, -0.1912, -3.6691], [-1.8048, 1.8443, -4.4722], [-3.7455, 1.8022, -4.3582], [-2.3135, 3.2002, -2.1147], [-2.0806, 3.8880, -3.6079], [0.7863, 0.7454, -0.3069], [-1.7933, -1.7445, 5.5604], [-2.0284, -1.8704, 4.0559], [-2.0096, -0.4599, 3.4692], [-0.9613, 0.5128, 4.5400], [-1.7736, 1.5208, 5.1881], [0.2653, 0.8376, 3.8397], [-0.6246, -0.7829, 5.7162], [-1.5803, -2.7138, 6.0207], [-2.6875, -1.3299, 6.0410], [-1.2231, -2.4663, 3.6095], [-2.9729, -2.3773, 3.8350], [-1.6012, -0.4513, 2.4555], [-3.0069, -0.0115, 3.4730], [-0.5438, -0.3641, 6.7207], [0.3179, -1.2588, 5.4291]], "forces_ev_per_angstrom": [[-0.3, -0.9, -2.1], [1.2, -0.5, 0.9], [0.5, 0.8, 0.6], [0.6, 0.0, -0.8], [1.1, -0.1, 0.0], [3.5, -1.9, -0.7], [-1.3, 0.1, -0.4], [0.6, 0.2, 0.2], [2.6, 0.2, -1.6], [-1.9, 2.6, 5.9], [1.6, -1.2, -4.4], [-3.2, -1.1, 0.6], [-0.8, -0.9, -0.4], [0.4, 0.2, 0.5], [1.3, 1.4, -1.6], [-0.2, 0.0, 0.0], [1.4, -0.9, -0.1], [0.2, -1.2, 1.7], [-0.2, 0.1, 0.0], [-1.2, -0.9, 0.9], [1.2, 0.2, 1.2], [1.8, 1.4, -0.1], [-1.2, 0.0, -2.3], [0.0, 2.1, -0.4], [-2.3, -0.8, -0.9], [1.3, -2.0, 0.6], [-2.5, -0.7, 0.6], [-2.2, 1.4, 0.5], [0.0, -1.3, 2.4], [-0.9, 1.4, -2.0], [0.8, -1.0, 2.2], [-2.0, 1.4, 0.6], [1.5, 0.3, 2.0], [-1.4, 1.8, -0.6], [-1.9, 0.2, -1.8], [0.2, 1.0, -1.0], [1.1, -0.6, -0.1], [1.5, -0.6, -1.9], [-1.2, -0.3, 2.2], [1.0, 2.5, 0.5], [-0.1, -1.1, -2.3], [0.8, 0.0, 1.7], [-1.9, -0.4, 1.2], [2.1, 0.1, 1.0], [-0.6, 0.0, -1.2], [-1.0, -0.8, 0.6], [0.1, -0.1, -1.5], [-0.2, -0.1, 0.1], [0.0, -0.4, -0.1], [-0.4, -0.2, -0.5], [-0.2, 0.1, 0.3], [0.5, -0.2, -0.4], [-0.2, 0.3, -0.1], [0.1, -0.3, 0.4], [0.0, 0.2, 0.0], [0.2, -0.1, 0.0], [-0.2, 0.1, 0.0], [0.2, 0.1, -0.1], [-0.1, 0.1, 0.2], [0.2, 0.1, 0.1], [0.1, 0.1, -0.2], [-0.1, 0.1, 0.0]], "total_charge": 1, "homo_energy_ev": -12.02}



Record 2
{"formula": "C9H14", "method": "ωB97M-V/def2-TZVPD", "species": ["C", "C", "C", "C", "C", "C", "C", "H", "H", "H", "H", "H", "H", "H", "H", "C", "C", "H", "H", "H", "H", "H", "H"], "coordinates": [[-1.0752, 2.2534, -0.7061], [-0.0108, 0.8742, 1.1275], [0.0872, 1.5440, -0.0514], [0.8317, -0.1432, 1.3279], [1.8302, -0.4865, 0.4262], [1.2491, 1.5008, -0.7813], [2.0926, 0.4747, -0.5270], [-0.7198, 1.2386, 1.9806], [0.5153, -0.9511, 2.1591], [-0.8218, 3.3222, -1.1875], [-1.7931, 2.5098, 0.1330], [2.2040, -1.4630, 0.5477], [1.3596, 2.0529, -1.6791], [3.0480, 0.5358, -1.0479], [-1.5772, 1.7217, -1.5236], [-1.3737, -3.0206, 0.0407], [-2.2169, -1.9441, -0.5547], [-1.8766, -3.8200, 0.5883], [-0.8214, -3.7480, -0.6660], [-0.5393, -2.7191, 0.7662], [-1.6914, -1.1341, -1.0681], [-2.7498, -1.4352, 0.2831], [-3.0213, -2.4266, -1.0965]], "forces_ev_per_angstrom": [[-0.3, 2.7, 0.9], [-2.2, 1.1, 3.4], [-1.7, 2.8, -3.1], [-0.6, -3.8, 2.4], [-1.2, -0.2, 1.4], [-0.2, -1.2, 0.2], [2.7, 0.6, -1.4], [0.8, -0.8, -1.5], [1.1, 1.8, -1.3], [-0.1, -2.0, 0.9], [0.2, -0.4, -1.1], [1.1, -0.9, -0.3], [0.3, 1.0, -0.7], [0.1, -0.5, -0.3], [-0.1, -0.2, 0.3], [3.3, -2.4, 0.6], [-0.9, 0.6, 1.4], [-0.9, 0.5, 0.3], [-0.6, 1.6, 0.2], [-1.2, 0.2, -1.1], [0.0, -0.5, -0.2], [0.4, -0.2, -0.4], [-0.1, 0.3, -0.8]], "s2": 0.757, "total_charge": -1, "homo_energy_ev": [0.95, -3.77], "multiplicity": 2, "e_above_lowest_ev": 1.764}



Record 3
{"formula": "C31H33CdClN2O2Si2", "method": "ωB97M-V/def2-TZVPD", "species": ["C", "C", "C", "H", "C", "C", "H", "H", "H", "H", "Cd", "Si", "C", "C", "H", "C", "H", "C", "H", "C", "H", "C", "H", "C", "C", "H", "C", "H", "C", "H", "C", "H", "C", "H", "H", "Si", "C", "C", "H", "C", "H", "C", "H", "C", "H", "C", "H", "C", "C", "H", "C", "H", "C", "H", "C", "H", "C", "H", "H", "Cl", "C", "O", "C", "O", "N", "N", "H", "H", "H", "H", "H", "H"], "coordinates": [[-0.9784, -0.7009, 5.1118], [-1.9532, -0.1573, 4.1772], [-2.3700, -1.2274, 3.3327], [-2.4582, 0.8092, 4.2801], [-1.6818, -2.3922, 3.7277], [-0.8409, -2.0895, 4.8185], [-0.2467, -2.7955, 5.3947], [-0.6791, -0.2005, 6.0290], [-3.1283, -1.1623, 2.5570], [-1.8288, -3.3713, 3.2803], [0.1642, 0.2680, 3.3160], [1.0281, 0.0544, -2.7579], [0.8630, 1.5842, -3.7846], [1.9588, 2.0133, -4.5554], [2.9353, 1.5284, -4.4345], [1.7843, 3.0337, -5.5062], [2.6187, 3.3163, -6.1677], [0.5504, 3.7033, -5.5984], [0.4227, 4.5148, -6.3202], [-0.5063, 3.3452, -4.7533], [-1.4380, 3.9194, -4.7577], [-0.3751, 2.2466, -3.8983], [-1.2315, 1.9007, -3.3100], [1.1916, -1.3456, -3.9555], [0.4349, -1.3005, -5.1437], [-0.0423, -0.3607, -5.4444], [0.3190, -2.4381, -5.9537], [-0.3548, -2.4257, -6.8178], [1.0868, -3.5766, -5.6684], [1.0005, -4.4623, -6.3022], [1.9825, -3.5519, -4.5848], [2.6313, -4.4194, -4.4132], [2.0475, -2.4364, -3.7355], [2.7730, -2.3845, -2.9196], [-0.2919, -0.1638, -2.1489], [0.2336, 0.2768, 0.7485], [-0.4531, -1.3636, 0.2021], [-1.6376, -1.4792, -0.5654], [-2.0569, -0.6062, -1.0781], [-2.2898, -2.7119, -0.6835], [-3.2072, -2.7861, -1.2757], [-1.7665, -3.8461, -0.0466], [-2.3000, -4.8040, -0.0968], [-0.5348, -3.7596, 0.6219], [-0.0989, -4.6599, 1.0594], [0.1347, -2.5395, 0.7163], [1.1029, -2.4797, 1.2260], [-0.8354, 1.6772, 0.1776], [-2.1933, 1.6727, 0.5915], [-2.5547, 0.8932, 1.2763], [-3.0728, 2.6624, 0.1442], [-4.1134, 2.6587, 0.4857], [-2.6296, 3.6404, -0.7508], [-3.3358, 4.3732, -1.1548], [-1.2847, 3.6640, -1.1439], [-0.9442, 4.4205, -1.8535], [-0.3800, 2.7149, -0.6564], [0.6739, 2.7567, -0.9377], [2.0677, 0.1059, -1.6990], [2.2921, 0.5705, 0.8533], [1.6065, 2.4742, 7.3638], [2.4003, 1.3552, 6.8703], [1.9775, 0.8853, 5.6964], [1.1016, 1.4760, 5.0166], [2.5696, -0.2698, 5.3292], [2.0850, -0.9336, 4.1620], [2.0525, 2.7335, 8.3182], [0.5628, 2.1591, 7.4918], [1.6556, 3.3158, 6.6606], [3.1741, -0.6945, 6.0276], [2.7896, -0.9295, 3.4271], [1.8214, -1.8981, 4.3827]], "forces_ev_per_angstrom": [[-1.1, -0.5, 0.2], [-0.6, -0.6, 0.6], [0.2, 0.0, 0.6], [0.3, -0.3, -0.1], [-0.3, 0.2, 0.0], [-0.2, 0.5, -0.1], [-0.1, 0.1, -0.1], [0.1, -0.1, -0.2], [0.2, 0.0, 0.1], [0.2, 0.2, 0.1], [-0.3, 0.0, -1.5], [-0.5, 0.0, 0.0], [0.1, 0.6, -0.2], [-0.5, 0.5, -0.4], [-0.4, 0.2, -0.2], [0.0, 0.0, 0.2], [-0.5, -0.1, 0.4], [0.3, -0.2, 0.3], [0.1, -0.3, 0.3], [0.1, -0.1, -0.1], [0.3, -0.3, -0.2], [0.5, 0.0, -0.2], [0.4, 0.2, -0.2], [0.8, -0.2, -0.7], [-0.1, -0.5, 0.1], [-0.1, -0.5, 0.3], [0.3, 0.1, 0.1], [0.4, 0.0, 0.3], [0.0, 0.4, 0.4], [0.1, 0.3, 0.2], [0.0, -0.1, -0.2], [-0.2, 0.4, 0.0], [-0.5, -0.3, -0.4], [-0.3, -0.3, -0.1], [0.1, 0.3, 0.1], [-1.0, 0.0, 2.8], [0.2, -0.8, -0.8], [0.2, -0.3, 0.4], [0.1, -0.3, 0.4], [0.2, 0.0, 0.2], [0.3, 0.0, 0.3], [0.2, 0.2, -0.1], [0.3, 0.5, 0.0], [-0.1, 0.0, -0.3], [-0.1, 0.3, -0.1], [-0.6, 0.2, -0.1], [-0.4, 0.0, 0.0], [-0.2, 0.7, -0.7], [0.3, 0.2, -0.2], [0.2, 0.3, -0.3], [0.1, -0.2, 0.0], [0.4, 0.0, -0.2], [0.3, -0.1, -0.1], [0.3, -0.2, 0.2], [-0.2, 0.1, 0.2], [-0.1, -0.2, 0.3], [-0.6, -0.2, 0.2], [-0.3, 0.0, -0.1], [0.0, -0.1, -0.4], [1.0, 0.1, -1.0], [0.0, 0.0, -0.2], [-0.3, -0.1, -0.2], [-1.9, 1.4, -1.2], [2.0, -0.7, 1.4], [0.0, -0.2, -0.1], [1.0, -0.1, 0.9], [0.0, 0.0, 0.0], [0.3, 0.1, -0.1], [0.0, -0.3, 0.2], [-0.1, -0.2, -0.5], [0.1, 0.1, 0.2], [-0.2, 0.5, 0.0]], "total_charge": 0, "homo_energy_ev": -6.52, "e_above_lowest_ev": 0.548}



| no. | total energy (a.u.) |
| --- | --- |
| 1 | -4409.50431 |
| 2 | -351.21450 |
| 3 | -2667.96441 |